1.
Molecular formula: C38H26Br2F5N5O2SSeSiTi
Method: DFT, ωB97M-V/def2-TZVPD

- energy (Eh) = -11474.02167
- spin multiplicity = 2
- energy above the lowest of the compared OMol25 structures with the same formula, charge and spin (eV) = 1.444
- total charge = -1
- LUMO energy (alpha / beta) (Eh) = 0.0753 / 0.0752
- gap between HOMO and LUMO (alpha / beta) (eV) = 4.50 / 7.17

Element x y z (Å)
Ti  0.12  1.28  0.18
C  0.69  0.95  -3.56
C  1.89  1.18  -2.68
C  3.11  1.44  -3.29
C  4.25  1.72  -2.55
C  4.15  1.72  -1.14
C  5.21  1.95  -0.24
Br  6.93  2.42  -0.92
C  5.08  1.80  1.13
C  3.85  1.43  1.64
Br  3.69  0.95  3.46
C  2.72  1.30  0.82
O  1.50  1.02  1.26
C  2.88  1.42  -0.58
N  1.76  1.15  -1.33
H  0.94  0.27  -4.37
H  0.37  1.90  -4.01
H  -0.14  0.54  -3.00
H  3.16  1.42  -4.37
H  5.19  1.93  -3.03
H  5.93  1.93  1.78
C  -3.86  -2.72  -1.85
N  -2.50  -3.20  -1.74
C  -2.08  -4.51  -1.85
C  -0.74  -4.52  -1.72
N  -0.33  -3.21  -1.49
C  -1.43  -2.38  -1.50
S  -1.53  -0.72  -1.41
C  1.03  -2.88  -1.27
C  1.99  -3.48  -2.08
C  3.33  -3.27  -1.80
C  3.65  -2.53  -0.68
C  2.63  -1.98  0.07
N  1.33  -2.09  -0.24
H  -4.42  -3.38  -2.50
H  -3.83  -1.71  -2.26
H  -4.32  -2.68  -0.86
H  -2.76  -5.31  -2.03
H  -0.05  -5.34  -1.73
H  1.67  -4.10  -2.91
H  4.09  -3.71  -2.42
H  4.68  -2.37  -0.39
H  2.84  -1.47  1.00
Se  -0.08  3.63  1.24
C  0.85  3.51  2.78
N  1.47  3.52  3.76
F  -3.23  5.63  -4.37
C  -2.70  4.74  -3.53
C  -1.35  4.76  -3.24
F  -0.57  5.68  -3.81
C  -0.82  3.82  -2.39
F  0.48  3.82  -2.12
C  -1.61  2.83  -1.76
O  -1.10  1.94  -0.95
C  -2.98  2.86  -2.06
F  -3.78  1.97  -1.48
C  -3.51  3.79  -2.93
F  -4.82  3.78  -3.20
C  -0.25  1.50  6.25
C  -1.29  2.17  5.64
C  -1.68  1.83  4.35
C  -1.05  0.80  3.65
C  0.01  0.15  4.28
C  0.41  0.49  5.56
Si  -1.57  0.39  1.86
C  -2.09  -1.45  1.87
C  -1.19  -2.48  2.13
C  -1.58  -3.82  2.09
C  -2.89  -4.15  1.79
C  -3.81  -3.14  1.53
C  -3.40  -1.81  1.57
H  0.07  1.77  7.25
H  -1.80  2.98  6.16
H  -2.49  2.38  3.88
H  0.55  -0.63  3.75
H  1.25  -0.02  6.02
H  -2.93  1.04  1.80
H  -0.16  -2.25  2.37
H  -0.85  -4.60  2.30
H  -3.20  -5.19  1.76
H  -4.84  -3.39  1.32
H  -4.13  -1.03  1.37

These are the Löwdin partial charges, in e, on atoms 1 to 5:
1. Ti 0.62
2. C -0.05
3. C -0.33
4. C -0.06
5. C -0.07

2.
Molecular formula: C38H27NO7V
Method: DFT, ωB97M-V/def2-TZVPD

- energy (Eh) = -2989.44648
- spin multiplicity = 1
- energy above the lowest of the compared OMol25 structures with the same formula, charge and spin (eV) = 0.000
- total charge = +1
- LUMO energy (alpha / beta) (Eh) = -0.1872 / -0.1872
- gap between HOMO and LUMO (alpha / beta) (eV) = 6.55 / 6.55

Element x y z (Å)
V  0.52  0.32  -0.01
O  1.07  -0.18  1.51
C  1.35  -1.67  1.72
C  0.00  -2.28  1.98
C  -1.02  -2.14  0.88
C  -2.09  -3.01  0.88
C  -3.24  -2.70  0.15
C  -3.27  -1.53  -0.54
C  -2.22  -0.64  -0.50
C  -2.29  0.55  -1.36
C  -1.84  1.88  -0.58
O  -0.54  1.60  0.12
C  -1.52  3.02  -1.51
C  -1.48  2.85  -2.90
C  -0.94  3.82  -3.70
C  -0.39  4.98  -3.14
C  -0.42  5.13  -1.79
C  -1.01  4.17  -0.95
C  -2.90  2.11  0.49
C  -4.11  2.60  0.08
C  -5.24  2.68  0.94
C  -5.06  2.26  2.27
C  -3.80  1.79  2.73
C  -2.76  1.71  1.84
N  -1.08  -0.95  0.18
C  2.26  -1.95  2.87
C  2.72  -3.22  3.16
C  3.43  -3.57  4.30
C  3.71  -2.52  5.19
C  3.44  -1.20  4.82
C  2.70  -0.90  3.67
C  2.05  -2.10  0.43
C  3.24  -1.45  0.16
C  4.02  -1.94  -0.91
C  3.56  -2.87  -1.80
C  2.30  -3.45  -1.55
C  1.62  -3.10  -0.38
H  -0.47  -1.73  2.82
H  0.16  -3.36  2.18
H  -2.02  -3.83  1.59
H  -4.01  -3.46  0.05
H  -4.08  -1.44  -1.23
H  -3.24  0.79  -1.83
H  -1.71  0.36  -2.28
H  -1.88  1.94  -3.32
H  -0.78  3.54  -4.78
H  0.18  5.64  -3.72
H  0.03  5.98  -1.27
H  -0.93  4.32  0.08
H  -4.21  2.93  -0.93
H  -6.15  3.09  0.53
H  -5.86  2.15  2.99
H  -3.69  1.43  3.76
H  -1.81  1.39  2.29
H  2.55  -4.10  2.45
H  3.73  -4.56  4.50
H  4.07  -2.65  6.20
H  3.75  -0.43  5.51
H  2.46  0.14  3.44
H  3.67  -0.71  0.79
H  5.05  -1.67  -0.92
H  4.24  -3.25  -2.58
H  1.90  -4.20  -2.18
H  0.76  -3.69  -0.08
O  2.19  1.27  -5.69
C  2.03  1.05  -4.53
C  2.95  1.42  -3.31
O  4.06  1.81  -3.28
C  2.01  1.03  -2.18
C  1.02  0.26  -2.59
O  0.31  -0.40  -1.65
C  0.85  0.15  -4.04
O  0.03  -0.47  -4.63
O  2.02  1.16  -0.88

These are the Löwdin partial charges, in e, on atoms 1 to 5:
1. V 1.18
2. O -0.16
3. C -0.34
4. C -0.04
5. C -0.20

3.
Molecular formula: C38H28BBrF6N8O5SbTi
Method: DFT, ωB97M-V/def2-TZVPD

- energy (Eh) = -6567.24586
- spin multiplicity = 1
- energy above the lowest of the compared OMol25 structures with the same formula, charge and spin (eV) = 0.000
- total charge = -1
- LUMO energy (Eh) = 0.0255
- gap between HOMO and LUMO (eV) = 6.64

Element x y z (Å)
Ti  0.10  -1.62  0.89
O  -2.17  0.32  1.67
C  -1.99  1.15  2.52
C  -0.77  1.33  3.31
C  -0.76  2.39  4.21
C  0.35  2.65  4.98
C  1.49  1.85  4.88
C  1.50  0.79  4.00
C  0.38  0.51  3.20
O  0.43  -0.50  2.37
N  0.34  3.77  5.91
O  1.35  4.00  6.55
O  -0.69  4.43  6.00
H  -2.78  1.89  2.76
H  -1.64  3.03  4.31
H  2.34  2.07  5.50
H  2.36  0.14  3.92
Br  -3.06  8.55  -7.28
C  -2.64  7.15  -6.07
C  -1.45  7.21  -5.36
C  -1.16  6.18  -4.48
C  -2.02  5.11  -4.32
C  -3.21  5.07  -5.04
C  -3.52  6.10  -5.92
N  -1.60  4.10  -3.40
N  -2.31  3.08  -3.40
C  -1.96  2.03  -2.53
C  -2.78  0.93  -2.66
C  -2.61  -0.26  -1.95
C  -1.55  -0.35  -1.09
O  -1.22  -1.42  -0.39
C  -0.70  0.77  -0.91
N  0.26  0.55  0.01
C  1.10  1.51  0.30
C  1.02  2.76  -0.32
C  0.05  3.00  -1.26
C  -0.87  1.98  -1.59
H  -0.78  8.04  -5.49
H  -0.24  6.19  -3.91
H  -3.88  4.23  -4.91
H  -4.44  6.08  -6.49
H  -3.60  1.02  -3.37
H  -3.27  -1.11  -2.08
H  1.88  1.28  1.02
H  1.74  3.53  -0.06
H  -0.02  3.96  -1.74
B  -2.27  -4.17  0.36
N  -2.21  -3.57  1.80
C  -2.98  -3.89  2.85
C  -2.57  -3.16  3.95
C  -1.51  -2.40  3.48
N  -1.30  -2.65  2.19
N  -0.79  -4.54  0.03
C  -0.34  -5.76  -0.30
C  1.04  -5.73  -0.36
C  1.36  -4.41  -0.04
N  0.26  -3.70  0.18
H  -2.90  -5.20  0.42
H  -2.73  -3.39  -0.42
H  -3.75  -4.63  2.74
H  -2.96  -3.20  4.96
H  -0.86  -1.73  4.02
H  -1.04  -6.56  -0.45
H  1.71  -6.53  -0.58
H  2.33  -3.96  0.06
C  2.35  -1.56  -4.42
C  1.15  -2.00  -3.81
C  1.02  -2.00  -2.45
C  2.07  -1.56  -1.60
C  1.94  -1.52  -0.17
C  3.04  -1.13  0.56
C  4.26  -0.76  -0.06
C  4.37  -0.74  -1.41
C  3.28  -1.15  -2.22
C  3.39  -1.15  -3.63
H  2.44  -1.56  -5.50
H  0.33  -2.35  -4.43
H  0.10  -2.37  -2.01
H  2.99  -1.10  1.64
H  5.10  -0.48  0.57
H  5.29  -0.44  -1.90
H  4.32  -0.83  -4.08
F  1.56  -2.84  2.37
Sb  2.44  -3.39  4.00
F  3.54  -4.49  2.93
F  1.19  -4.77  4.19
F  3.35  -3.91  5.56
F  1.33  -2.22  4.98
F  3.65  -1.95  3.74

These are the Löwdin partial charges, in e, on atoms 1 to 5:
1. Ti 1.16
2. O 0.07
3. C -0.18
4. C -0.10
5. C 0.04